(1)
49
Properties=species:S:1:pos:R:3:forces:R:3:lowdin_spin:R:1 method="wB97M-V/def2-TZVPD" gap_ev="8.525 / 7.890" s2=8.763 spin_multiplicity=6 max_force_ev_per_a=0.56
Fe -0.358 -0.116 0.400 0.05 -0.47 -0.15 4.16
N 1.094 0.090 -1.413 0.10 0.01 0.00 0.08
C 1.578 1.472 -1.480 -0.07 -0.11 -0.04 0.00
C 1.461 2.154 -0.121 -0.01 0.26 -0.12 0.02
O 2.178 3.113 0.125 -0.10 0.05 0.08 0.04
N 0.475 1.651 0.648 0.44 0.09 -0.03 0.14
C 0.186 2.305 1.908 0.02 0.20 -0.14 0.01
C -0.462 1.305 2.835 -0.17 -0.47 -0.05 0.01
O -0.637 1.494 4.013 0.01 0.12 0.09 0.02
O -0.869 0.217 2.199 -0.27 0.12 0.48 0.17
H 0.856 -0.284 -2.324 -0.07 0.03 -0.01 0.00
H 1.814 -0.519 -1.035 -0.07 -0.01 -0.01 0.00
H 2.602 1.556 -1.842 0.01 0.04 0.04 0.00
H 0.938 2.034 -2.166 0.03 0.01 -0.04 0.00
H 1.058 2.773 2.361 0.06 -0.08 0.01 0.00
H -0.561 3.098 1.771 0.10 0.13 -0.01 0.00
C -1.995 3.093 -0.875 -0.01 0.03 -0.04 0.01
Te -2.205 1.052 -1.403 -0.15 0.01 -0.15 0.09
C -4.036 0.857 -0.353 -0.02 0.00 0.02 0.01
H -2.666 3.689 -1.487 0.02 0.03 0.02 0.00
H -0.962 3.392 -1.032 -0.01 0.03 0.00 0.00
H -2.245 3.188 0.177 0.02 0.04 0.02 0.00
H -3.810 0.758 0.704 -0.03 0.01 0.02 0.00
H -4.547 -0.029 -0.715 0.00 0.00 0.01 0.00
H -4.629 1.746 -0.553 -0.04 -0.03 0.00 0.00
N 2.892 -9.593 0.078 0.01 -0.04 0.00 0.00
C 2.573 -8.492 0.157 -0.07 0.27 0.02 0.00
C 2.167 -7.109 0.253 0.07 -0.25 -0.02 0.00
C 0.840 -6.793 0.529 -0.05 0.02 0.02 0.00
C 0.451 -5.469 0.614 -0.08 -0.05 0.01 0.00
C 1.376 -4.442 0.424 0.05 0.25 0.03 0.00
C 2.707 -4.772 0.154 0.04 -0.05 -0.01 0.00
C 3.102 -6.094 0.068 0.03 0.04 0.00 0.00
C 0.975 -3.063 0.496 0.20 -0.26 -0.07 0.05
C 0.649 -1.892 0.532 -0.11 -0.06 0.11 0.08
H 0.122 -7.588 0.676 0.00 0.00 0.00 0.00
H -0.579 -5.217 0.831 0.04 -0.01 -0.01 0.00
H 3.428 -3.979 0.015 0.00 0.00 0.00 0.00
H 4.132 -6.347 -0.141 0.00 0.00 0.00 0.00
C -3.922 -3.297 0.812 -0.21 -0.10 -0.03 0.00
S -2.331 -2.664 1.278 0.37 0.18 -0.36 0.01
C -2.753 -2.096 2.908 -0.05 0.13 0.11 0.00
O -2.188 -1.427 0.391 -0.08 -0.15 0.18 0.05
H -4.131 -4.176 1.421 -0.05 0.01 -0.02 0.00
H -3.867 -3.579 -0.238 0.00 -0.01 0.01 0.00
H -4.681 -2.530 0.963 0.00 -0.01 -0.03 0.00
H -2.922 -2.972 3.536 -0.01 0.01 -0.03 0.00
H -3.643 -1.469 2.853 0.02 0.02 0.04 0.00
H -1.909 -1.513 3.269 0.01 0.02 0.01 0.00



(2)
42
Properties=species:S:1:pos:R:3:forces:R:3:mulliken_charge:R:1 method="wB97M-V/def2-TZVPD" gap_ev=8.617 smiles=CN(C)CCO[C@@](C)(c1ccccc1)c1ccccn1 max_force_ev_per_a=0.62
C -2.016 -2.226 -1.385 -0.05 0.01 -0.16 -0.84
N -3.119 -1.942 -0.488 -0.15 0.05 -0.01 0.11
C -3.889 -0.806 -0.952 0.07 -0.06 0.07 -0.80
C -2.746 -1.867 0.905 0.47 0.26 0.04 -1.32
C -1.816 -0.710 1.327 -0.51 -0.25 0.26 -0.23
O -0.531 -0.960 0.805 0.07 0.03 -0.02 0.14
C 0.449 0.048 0.975 0.36 -0.18 0.27 2.46
C 0.820 0.206 2.466 -0.28 -0.22 -0.27 -2.13
C 1.681 -0.472 0.236 -0.10 0.00 -0.01 -0.30
C 2.564 0.378 -0.412 0.08 -0.23 -0.01 -0.18
C 3.688 -0.138 -1.040 0.03 0.05 0.00 -0.86
C 3.943 -1.498 -1.022 0.14 0.08 -0.12 -0.41
C 3.067 -2.346 -0.370 0.15 -0.09 -0.06 -0.85
C 1.948 -1.836 0.253 -0.31 0.01 0.23 -0.24
C 0.004 1.362 0.358 0.06 0.45 0.22 -0.54
C 0.413 2.601 0.854 -0.23 -0.19 -0.24 -0.38
C -0.013 3.750 0.204 0.20 0.12 0.20 -0.61
C -0.822 3.641 -0.908 -0.11 -0.23 -0.07 -0.59
C -1.174 2.362 -1.325 0.01 0.43 -0.05 -0.49
N -0.769 1.266 -0.713 -0.07 -0.47 -0.17 -0.10
H -1.324 -1.381 -1.493 -0.01 -0.09 -0.04 0.23
H -1.469 -3.086 -1.004 0.12 -0.05 -0.06 0.27
H -2.429 -2.477 -2.367 0.08 -0.03 0.02 0.32
H -4.326 -1.056 -1.918 -0.05 0.08 -0.06 0.34
H -3.277 0.100 -1.070 -0.05 0.05 -0.03 0.14
H -4.698 -0.596 -0.250 -0.03 0.02 -0.01 0.29
H -3.661 -1.790 1.494 -0.03 -0.01 0.11 0.42
H -2.248 -2.809 1.159 -0.06 0.08 0.11 0.36
H -2.213 0.244 0.963 0.03 -0.07 0.06 0.39
H -1.792 -0.680 2.430 0.03 0.04 -0.13 0.28
H 1.779 0.703 2.569 0.10 0.12 0.06 0.51
H 0.057 0.762 3.004 -0.04 0.07 0.12 0.48
H 0.905 -0.790 2.902 0.05 0.03 -0.03 0.44
H 2.378 1.439 -0.439 0.00 0.17 -0.05 0.41
H 4.365 0.525 -1.554 0.11 0.13 -0.08 0.40
H 4.817 -1.893 -1.520 0.05 -0.02 -0.02 0.39
H 3.262 -3.406 -0.351 -0.01 -0.17 0.02 0.40
H 1.258 -2.494 0.761 -0.03 -0.05 -0.03 0.42
H 1.056 2.670 1.714 0.07 0.01 0.18 0.43
H 0.294 4.723 0.570 -0.02 -0.04 -0.02 0.42
H -1.176 4.514 -1.432 -0.05 0.08 -0.09 0.42
H -1.809 2.207 -2.187 -0.07 0.08 -0.11 0.41



(3)
43
Properties=species:S:1:pos:R:3:forces:R:3:mulliken_charge:R:1 method="wB97M-V/def2-TZVPD" gap_ev=5.803 max_force_ev_per_a=1.86
C 2.150 0.690 2.478 -0.11 0.14 0.45 -1.16
C 2.400 0.190 1.071 -0.35 -1.17 -1.01 0.85
N 2.217 1.112 0.091 0.43 1.42 1.11 -0.46
C 3.056 1.172 -0.981 -0.28 -1.29 -0.82 0.57
C 3.631 2.539 -1.269 0.06 0.38 -0.18 -1.26
O 3.330 0.236 -1.744 -0.05 0.48 0.39 -0.61
O 2.680 -1.006 0.907 0.09 0.55 0.28 -0.65
H 2.132 1.782 2.541 -0.02 -0.19 -0.09 0.27
H 1.196 0.289 2.846 0.10 0.01 -0.01 0.14
H 2.935 0.304 3.138 -0.17 0.01 -0.13 0.40
H 3.302 3.283 -0.543 0.02 -0.11 -0.09 0.33
H 4.724 2.481 -1.257 -0.11 -0.07 0.00 0.30
H 3.339 2.847 -2.278 0.06 -0.01 0.09 0.29
C -3.476 0.980 2.818 0.27 -0.31 0.22 -0.63
C -2.931 2.414 2.887 -0.13 0.33 -0.25 -0.51
C -1.693 2.454 1.981 0.30 0.56 0.53 -0.54
N -1.748 1.215 1.220 1.06 -0.43 -1.41 0.17
C -0.863 0.920 0.280 -0.25 0.27 0.71 -0.31
C -0.957 -0.250 -0.493 0.01 -0.66 -0.60 -0.92
C 0.121 -0.752 -1.185 -0.51 0.44 0.31 1.09
C 0.092 -1.935 -2.003 -0.32 -1.05 -0.76 0.14
C 1.298 -2.563 -2.406 -0.16 0.61 0.42 -0.15
C 1.276 -3.741 -3.137 -0.51 -0.27 -0.21 -0.63
C 0.046 -4.313 -3.517 0.30 0.45 0.32 -0.29
C -1.153 -3.683 -3.166 -0.12 0.26 0.08 -0.70
C -1.135 -2.500 -2.426 0.45 -0.15 0.04 -0.37
C -2.844 0.330 1.578 -0.80 -0.23 0.18 -0.61
H -3.149 0.417 3.697 -0.17 0.11 -0.04 0.30
H -4.566 0.939 2.770 0.17 0.04 0.09 0.33
H -3.668 3.128 2.506 0.04 -0.10 0.19 0.29
H -2.663 2.696 3.907 -0.17 0.02 -0.15 0.33
H -1.684 3.323 1.305 -0.07 -0.35 0.19 0.33
H -0.763 2.500 2.572 -0.25 -0.18 -0.27 0.23
H -0.021 1.612 0.135 -0.07 -0.31 0.17 0.68
H -1.916 -0.779 -0.513 0.44 0.15 0.15 0.18
H 1.074 -0.253 -1.084 0.27 0.11 0.07 0.03
H 2.238 -2.087 -2.114 -0.22 -0.15 -0.02 0.46
H 2.211 -4.225 -3.422 -0.27 0.17 0.08 0.38
H 0.027 -5.237 -4.092 0.01 0.20 0.13 0.37
H -2.115 -4.105 -3.471 0.39 0.11 0.05 0.35
H -2.063 -1.980 -2.179 0.20 -0.33 -0.14 0.31
H -2.492 -0.690 1.797 0.12 0.38 -0.16 0.37
H -3.576 0.244 0.758 0.32 0.16 0.12 0.33



(4)
44
Properties=species:S:1:pos:R:3:forces:R:3:mulliken_charge:R:1 method="wB97M-V/def2-TZVPD" gap_ev=8.660 smiles="COC(=O)c1ccc(NC(=S)NCCC2=CCCCC2)cc1" max_force_ev_per_a=14.32
C -5.561 -0.501 1.032 -1.18 0.08 -5.89 -0.69
O -4.236 -0.244 0.798 3.28 -2.93 7.76 -0.34
C -3.939 0.583 -0.057 6.23 1.92 -1.28 0.24
O -4.719 0.821 -0.849 -5.49 3.58 -6.82 -0.56
C -2.488 1.104 -0.158 -0.35 -3.11 3.62 0.18
C -1.986 1.845 -1.188 5.08 -1.99 6.31 -0.67
C -0.569 2.146 -1.095 -5.03 1.04 -1.85 -1.04
C 0.165 2.026 -0.004 -1.19 -4.68 1.61 0.40
N 1.496 2.147 0.054 4.74 2.25 -0.74 -0.16
C 2.700 1.271 0.326 -0.53 7.32 -0.73 0.16
S 4.238 2.007 0.167 -1.56 -0.58 -0.33 -0.38
N 2.417 0.165 0.899 7.02 3.16 3.29 0.03
C 3.437 -0.762 0.962 0.07 0.45 -3.77 -1.33
C 3.189 -1.654 -0.210 5.21 -2.71 -0.11 -1.63
C 1.874 -2.101 -0.425 -0.58 -1.56 1.53 1.33
C 0.957 -1.557 -1.117 -0.31 4.94 -9.98 0.12
C -0.437 -1.774 -1.633 0.04 -2.48 7.80 -0.30
C -0.812 -2.743 -0.201 -4.54 -2.02 -1.03 -0.59
C 0.106 -4.081 0.057 4.42 12.78 -4.72 -1.37
C 1.494 -3.161 0.413 -1.41 -9.27 5.70 -0.57
C -0.433 1.239 0.963 1.76 -2.56 3.63 -0.15
C -1.634 0.589 0.941 -1.57 3.99 -1.02 -0.32
H -5.658 -1.123 0.063 -1.84 0.57 1.51 0.27
H -6.128 0.448 0.909 -0.04 -0.96 0.55 0.27
H -5.692 -1.114 1.830 -0.29 -1.24 2.62 0.28
H -2.627 1.937 -1.892 -3.55 1.55 -5.37 0.83
H -0.293 2.713 -1.880 1.76 1.56 -2.82 0.62
H 1.663 3.067 -0.383 1.56 -1.13 0.33 0.29
H 1.625 -0.052 0.629 -9.91 -3.80 -2.35 0.06
H 3.311 -1.373 1.687 -0.34 -3.36 5.95 0.58
H 4.330 -0.200 0.923 1.26 -0.15 0.14 0.55
H 3.590 -1.183 -1.000 0.77 2.23 -3.34 0.44
H 3.967 -2.551 -0.228 -1.74 1.31 0.66 0.43
H 1.392 -0.814 -2.123 -0.29 -1.17 3.38 -0.07
H -0.638 -2.574 -2.310 0.07 0.60 -1.42 0.40
H -0.976 -0.819 -1.431 -0.13 -1.05 -1.19 -0.06
H -0.918 -2.083 0.713 0.23 -0.75 -1.03 0.23
H -1.916 -3.293 -0.395 2.32 1.95 0.54 0.23
H 0.207 -4.378 -0.902 0.46 -2.14 -2.72 0.43
H -0.298 -4.580 0.725 -3.19 -5.03 6.27 0.75
H 1.334 -2.973 1.580 0.52 0.27 -2.33 0.23
H 2.246 -4.152 0.504 -0.90 3.10 -0.48 0.16
H 0.265 0.928 1.810 -1.06 0.83 -0.77 0.30
H -2.058 0.330 1.931 0.21 -0.83 -1.12 0.43



(5)
44
Properties=species:S:1:pos:R:3:forces:R:3:mulliken_charge:R:1 method="wB97M-V/def2-TZVPD" gap_ev=7.879 smiles="C=CCNC(=S)N1CCC(C(=O)c2ccc(OC)cc2)CC1" max_force_ev_per_a=0.75
C -0.480 -2.872 0.116 0.12 -0.03 0.03 -0.67
C -1.612 -3.435 0.490 -0.21 0.06 0.08 0.20
C -2.926 -2.724 0.644 -0.15 -0.23 -0.01 -1.14
N -2.852 -1.283 0.665 0.19 0.24 0.20 -0.12
C -2.858 -0.554 -0.480 -0.34 0.00 -0.12 0.34
S -2.983 -1.277 -1.972 0.01 -0.40 -0.64 -0.41
N -2.837 0.794 -0.363 0.19 -0.14 0.21 0.13
C -3.033 1.548 0.855 -0.22 0.09 0.43 -0.70
C -1.967 2.650 0.987 0.20 -0.15 0.04 -1.25
C -0.691 2.292 0.219 -0.22 0.04 0.23 0.18
C -0.025 1.059 0.818 -0.14 0.42 -0.05 0.10
O -0.579 0.383 1.665 0.06 0.01 0.04 -0.74
C 1.335 0.725 0.353 0.47 -0.45 0.12 0.42
C 2.088 1.510 -0.527 -0.09 -0.16 0.16 -0.08
C 3.352 1.124 -0.901 0.26 -0.11 -0.05 -1.06
C 3.918 -0.060 -0.412 -0.24 0.19 0.01 0.96
O 5.166 -0.340 -0.848 -0.20 0.28 -0.10 -0.45
C 5.799 -1.514 -0.396 0.12 -0.24 0.10 -0.83
C 3.181 -0.843 0.474 0.35 -0.13 -0.09 -0.56
C 1.915 -0.446 0.846 -0.22 0.26 -0.07 -0.92
C -1.008 2.090 -1.282 -0.15 -0.02 0.00 -0.65
C -2.465 1.639 -1.469 0.19 0.12 -0.43 -1.45
H 0.427 -3.440 0.004 0.15 -0.19 -0.01 0.28
H -0.412 -1.822 -0.110 -0.07 0.22 -0.04 0.02
H -1.664 -4.497 0.691 0.09 -0.16 0.00 0.37
H -3.409 -3.047 1.574 0.03 0.00 -0.09 0.43
H -3.573 -3.006 -0.195 0.03 0.00 0.22 0.45
H -2.313 -0.901 1.432 -0.10 0.11 -0.05 0.26
H -4.032 2.008 0.817 0.08 -0.05 0.04 0.39
H -3.006 0.891 1.721 -0.04 0.14 -0.13 0.35
H -1.728 2.796 2.041 -0.07 0.06 -0.01 0.44
H -2.349 3.594 0.594 0.01 0.02 0.03 0.44
H 0.018 3.119 0.331 0.01 -0.08 -0.02 0.90
H 1.694 2.433 -0.923 -0.07 0.10 -0.06 0.38
H 3.939 1.724 -1.579 0.06 0.07 -0.08 0.43
H 5.932 -1.505 0.691 -0.02 0.00 -0.05 0.33
H 6.776 -1.526 -0.877 -0.07 -0.04 0.06 0.24
H 5.241 -2.408 -0.689 0.01 0.04 0.02 0.34
H 3.586 -1.758 0.878 0.07 -0.07 0.02 0.39
H 1.343 -1.048 1.537 -0.05 -0.04 0.03 0.60
H -0.346 1.330 -1.699 -0.03 0.03 -0.09 0.41
H -0.845 3.018 -1.831 0.08 0.01 -0.04 0.37
H -3.140 2.499 -1.494 -0.01 -0.02 0.01 0.42
H -2.578 1.078 -2.398 -0.05 0.19 0.16 0.45